This record from the Open Molecules 2025 dataset describes C30H27Cl2MnN10O2Se as an isolated structure. The level of theory is ωB97M-V with the def2-TZVPD basis set.

Each line ends with the Löwdin charge.
Geometry (Å):
Mn: 0.1647 0.6113 0.1379  0.548
C: -1.4685 2.5214 5.0501  -0.031
N: -0.3918 2.2060 4.1199  -0.146
C: 0.8353 1.7234 4.7337  -0.041
C: -0.6199 1.8905 2.8093  -0.368
N: 0.2021 1.2148 2.0743  0.102
N: -1.7954 2.3838 2.2764  0.169
C: -2.1562 2.3675 0.9295  -0.458
N: -3.3226 3.0259 0.6772  0.179
N: -1.4926 1.7266 0.0542  0.103
H: -1.0333 3.0006 5.9232  0.095
H: -2.0122 1.6294 5.3730  0.107
H: -2.1810 3.2393 4.6484  0.080
H: 0.9648 2.2283 5.6870  0.094
H: 1.6992 1.9741 4.1183  0.094
H: 0.8180 0.6432 4.9136  0.105
H: 1.0276 0.9505 2.5946  0.058
H: -2.3918 2.9006 2.8943  0.115
H: -3.6543 3.7469 1.2928  0.107
H: -3.6150 3.0838 -0.2843  0.121
H: -1.8442 1.7797 -0.9170  0.062
Se: 7.6956 -0.5802 0.7780  1.156
N: 6.7001 0.8002 0.2315  -0.214
C: 5.4532 0.4403 0.3489  -0.336
C: 4.3289 1.3066 -0.0054  -0.074
C: 4.4679 2.5849 -0.5425  0.026
C: 3.3285 3.2940 -0.8613  -0.012
C: 2.0799 2.7265 -0.6242  -0.063
N: 1.9376 1.5165 -0.0925  0.028
C: 3.0431 0.8143 0.1877  -0.124
C: 2.8006 -0.5375 0.6810  -0.124
N: 1.5037 -0.8896 0.7663  0.054
C: 1.2234 -2.1173 1.1964  -0.098
C: 2.2093 -3.0324 1.5544  -0.014
C: 3.5359 -2.6709 1.4600  0.027
C: 3.8490 -1.3885 1.0149  -0.075
C: 5.2159 -0.8901 0.8579  -0.337
N: 6.2719 -1.5958 1.1492  -0.214
H: 5.4567 2.9894 -0.7117  0.126
H: 3.3879 4.2810 -1.2971  0.117
H: 1.1634 3.2472 -0.8683  0.127
H: 0.1776 -2.3818 1.2666  0.068
H: 1.9197 -4.0175 1.8908  0.118
H: 4.3325 -3.3561 1.7177  0.126
Cl: -1.7016 -1.6362 -0.2787  0.839
C: -3.2332 -1.1257 -0.9639  -0.513
C: -4.0489 -0.3692 -0.1412  -0.137
C: -5.2649 0.0997 -0.6014  -0.094
C: -5.6452 -0.2053 -1.8994  -0.108
C: -4.8197 -0.9572 -2.7060  -0.568
Cl: -5.3529 -1.3099 -4.3236  0.730
C: -3.5693 -1.4568 -2.2859  -0.277
N: -2.8353 -2.2120 -3.1635  0.076
C: -1.5058 -2.7120 -3.0284  -0.255
C: -1.3193 -4.0300 -2.6281  -0.036
C: -0.0438 -4.5399 -2.4620  -0.081
C: 1.0538 -3.7214 -2.6983  -0.080
C: 0.8628 -2.4197 -3.1322  -0.033
C: -0.4138 -1.8985 -3.3259  -0.176
C: -0.5927 -0.4848 -3.8189  -0.034
C: -0.7626 0.4871 -2.6568  -0.609
O: -1.7733 1.1916 -2.5910  0.015
O: 0.2069 0.4789 -1.8125  -0.138
H: -3.7154 -0.1667 0.8675  0.097
H: -5.9138 0.6760 0.0424  0.104
H: -6.5894 0.1358 -2.3005  0.108
H: -3.3508 -2.5260 -3.9702  0.091
H: -2.1909 -4.6384 -2.4209  0.120
H: 0.0936 -5.5663 -2.1482  0.104
H: 2.0579 -4.1055 -2.5696  0.103
H: 1.7161 -1.7852 -3.3397  0.117
H: -1.4606 -0.4012 -4.4694  0.124
H: 0.2970 -0.1922 -4.3785  0.129

spin multiplicity: 2
highest occupied orbital energy (spin up / spin down): -9.922 / -9.840 eV
energy relative to the best compared isomer or geometry (same formula, charge and spin): 28.3 kJ/mol
total charge: +1
total energy: -6330.2197 hartree

This record from the Open Molecules 2025 dataset describes C30H27Cl2N3O7Rh as an isolated structure. The level of theory is ωB97M-V with the def2-TZVPD basis set.

Each line ends with the Löwdin charge.
Geometry (Å):
Rh: -0.2330 0.6971 -0.6690  1.167
C: 6.5577 -0.3426 -0.4267  -0.090
O: 6.0387 -0.4714 0.8838  -0.081
C: 4.7159 -0.2176 1.0568  -0.284
C: 4.2459 -0.3955 2.3783  -0.026
C: 2.9284 -0.1610 2.6335  -0.033
C: 2.0208 0.2653 1.6364  -0.104
C: 0.6558 0.5418 1.9899  -0.344
C: 0.0504 0.0311 3.2640  0.007
O: -0.1005 1.2399 1.2740  -0.089
C: 2.5001 0.4430 0.2996  -0.316
O: 1.7878 0.8371 -0.6943  -0.143
C: 3.8771 0.1844 0.0495  0.054
H: 7.6130 -0.5940 -0.3604  0.086
H: 6.4493 0.6796 -0.7974  0.093
H: 6.0603 -1.0273 -1.1176  0.095
H: 4.9370 -0.7082 3.1485  0.108
H: 2.5704 -0.2729 3.6494  0.107
H: 0.5781 -0.8379 3.6479  0.080
H: -0.9772 -0.2421 3.0267  0.081
H: 0.0451 0.8159 4.0262  0.097
H: 4.2087 0.3222 -0.9688  0.110
Cl: -1.6114 0.6077 -5.5904  0.556
C: -0.3717 -0.4783 -4.8866  -0.989
Cl: 1.2511 0.1873 -5.1539  0.574
C: -0.7177 -0.7092 -3.4018  -0.749
O: -1.4010 -1.7090 -3.1841  0.004
O: -0.2702 0.1757 -2.6245  -0.155
H: -0.4375 -1.4149 -5.4220  0.052
C: -5.1437 -1.4433 -0.5821  -0.008
N: -4.1526 -0.4092 -0.3770  -0.113
C: -4.2444 0.6761 0.4650  -0.053
C: -3.0512 1.3174 0.3834  -0.095
N: -2.2429 0.6427 -0.4983  -0.038
C: -2.9311 -0.3983 -0.9258  -0.119
H: -6.1000 -1.0032 -0.8612  0.086
H: -5.2604 -2.0354 0.3249  0.094
H: -4.8013 -2.0934 -1.3832  0.097
H: -5.1351 0.8941 1.0280  0.114
H: -2.7142 2.2013 0.8959  0.100
H: -2.5762 -1.1408 -1.6286  0.121
C: -0.2445 2.6044 -1.4617  -0.170
C: -0.2563 3.6427 -0.4200  -0.275
C: -1.4227 4.3441 -0.1062  -0.057
C: -1.4573 5.2694 0.9248  -0.042
C: -0.3101 5.5198 1.6697  -0.254
C: 0.8745 4.8528 1.3499  -0.031
C: 0.8985 3.9436 0.3134  -0.033
C: -0.3471 6.4630 2.7600  -0.203
N: -0.3826 7.2167 3.6291  0.122
H: 0.7178 2.4542 -1.9396  0.060
H: -1.0983 2.5750 -2.1300  0.064
H: -2.3183 4.1527 -0.6861  0.110
H: -2.3692 5.8067 1.1535  0.112
H: 1.7696 5.0486 1.9269  0.114
H: 1.8119 3.4102 0.0786  0.115
O: -1.9098 -1.8622 1.3261  0.000
C: -0.9812 -2.1522 0.5587  -0.597
O: -0.1244 -1.3538 0.0579  -0.102
C: -0.8134 -3.6043 0.1467  -0.125
C: 0.1435 -3.9700 -0.7925  -0.021
C: 0.2613 -5.2946 -1.1913  -0.089
C: -0.5813 -6.2613 -0.6571  -0.113
C: -1.5386 -5.9002 0.2833  -0.102
C: -1.6518 -4.5756 0.6825  -0.036
H: 0.7778 -3.1974 -1.2060  0.115
H: 1.0089 -5.5742 -1.9241  0.095
H: -0.4935 -7.2937 -0.9741  0.090
H: -2.1954 -6.6528 0.7043  0.091
H: -2.3863 -4.2659 1.4153  0.106

highest occupied orbital energy: -5.249 eV
energy relative to the best compared isomer or geometry (same formula, charge and spin): 0.0 kJ/mol
total charge: -1
total energy: -2881.4521 hartree

This record from the Open Molecules 2025 dataset describes C30H27Cl2N7S2Ti as an isolated structure. The level of theory is ωB97M-V with the def2-TZVPD basis set.

Each line ends with the Löwdin charge.
Geometry (Å):
Ti: -0.7836 0.6934 0.5110  0.619
C: 0.5386 -4.5384 5.0919  -0.026
C: 0.5303 -3.4835 4.0248  -0.243
C: 1.7175 -2.9887 3.4842  -0.002
C: 1.7033 -2.0040 2.5225  0.012
C: 0.5045 -1.4881 2.0136  -0.181
N: 0.5103 -0.5024 1.0214  -0.125
C: 1.6123 -0.3877 0.1494  -0.278
C: 2.1269 -1.4885 -0.5453  -0.027
C: 3.2277 -1.3588 -1.3595  0.003
C: 3.8562 -0.1209 -1.5383  -0.233
C: 5.0559 0.0183 -2.4257  -0.024
C: 3.3374 0.9789 -0.8722  0.043
C: 2.2414 0.8539 -0.0282  -0.122
N: 1.8295 1.9663 0.7505  -0.043
C: 2.5986 2.9628 1.2286  0.007
C: 1.8094 3.7576 2.0295  0.008
C: 0.5468 3.1758 1.9832  -0.094
N: 0.5619 2.0873 1.2055  -0.083
C: -0.6900 -2.0004 2.5431  -0.098
C: -0.6614 -2.9610 3.5492  0.033
N: -1.9526 -1.6492 1.9889  -0.032
C: -3.0436 -2.4326 1.9428  0.011
C: -4.0126 -1.7867 1.2003  0.008
C: -3.4267 -0.5992 0.7996  -0.158
N: -2.1774 -0.5098 1.2933  -0.165
H: 1.4535 -5.1253 5.0468  0.088
H: -0.3150 -5.2063 4.9867  0.088
H: 0.4833 -4.0887 6.0856  0.098
H: 2.6669 -3.3659 3.8420  0.129
H: 2.6359 -1.5996 2.1534  0.128
H: 1.6422 -2.4469 -0.4191  0.124
H: 3.6113 -2.2306 -1.8743  0.129
H: 5.6194 -0.9116 -2.4694  0.090
H: 5.7139 0.8089 -2.0686  0.089
H: 4.7542 0.2710 -3.4445  0.099
H: 3.7926 1.9509 -1.0167  0.130
H: 3.6489 3.0365 1.0069  0.143
H: 2.1070 4.6332 2.5786  0.121
H: -0.3504 3.4952 2.4828  0.105
H: -1.5900 -3.2978 3.9922  0.127
H: -3.0860 -3.3984 2.4139  0.143
H: -4.9999 -2.1445 0.9679  0.124
H: -3.8466 0.1688 0.1731  0.114
Cl: -2.4648 2.3373 1.3009  0.860
C: -2.1585 3.7488 0.3112  -0.598
C: -2.6192 4.9759 0.7491  -0.082
C: -2.4153 6.0830 -0.0557  -0.041
C: -1.7566 5.9518 -1.2689  -0.070
C: -1.2877 4.7147 -1.6804  -0.671
Cl: -0.4577 4.5797 -3.1814  0.724
C: -1.4829 3.5722 -0.8935  -0.640
S: -0.9634 1.9864 -1.4491  0.686
H: -3.1314 5.0605 1.6989  0.122
H: -2.7763 7.0510 0.2613  0.125
H: -1.6070 6.8154 -1.9021  0.122
C: -1.8025 -3.5561 -3.3999  -0.010
N: -1.4551 -2.2156 -3.8367  -0.113
C: -1.4384 -1.7771 -5.1504  -0.022
C: -1.1629 -0.4594 -5.1335  -0.035
N: -1.0169 -0.1056 -3.8066  0.071
C: -1.2053 -1.1780 -3.0170  -0.671
S: -1.0880 -1.2803 -1.3189  0.771
H: -1.5455 -4.2689 -4.1776  0.103
H: -2.8705 -3.6172 -3.1914  0.106
H: -1.2577 -3.7938 -2.4901  0.070
H: -1.6096 -2.4408 -5.9792  0.137
H: -1.0687 0.2471 -5.9383  0.131
H: -0.8595 0.8258 -3.4523  0.045

highest occupied orbital energy: -13.135 eV
energy relative to the best compared isomer or geometry (same formula, charge and spin): 79.4 kJ/mol
total charge: +2
total energy: -4108.5409 hartree